A 2-piece molecular cluster, C3H10S2 overall in a non-equilibrium geometry, computed with wB97M-V/def2-TZVPD.

Calculated values
multiplicity	1
energy above the lowest of the compared OMol25 structures with the same formula, charge and spin	0.603	eV
structure (SMILES)	CCC.SS
orbital gap	0.3238	hartree
electronic energy	-916.6418	Eh
charge	0

Element x y z (Å)
C (0.896, 0.056, -1.076)
C (1.319, -0.349, 0.326)
C (2.756, 0.105, 0.649)
H (1.745, 0.158, -1.752)
H (0.094, -0.594, -1.426)
H (0.496, 1.075, -1.129)
H (0.669, 0.114, 1.079)
H (1.181, -1.417, 0.477)
H (3.086, -0.299, 1.600)
H (2.766, 1.193, 0.687)
H (3.327, -0.280, -0.194)
S (-4.581, -0.966, 0.427)
S (-4.499, 1.056, -0.186)
H (-5.800, -1.150, -0.098)
H (-3.456, 1.297, 0.618)